1.
{
  "formula": "C3H4S2",
  "method": "ωB97M-V/def2-TZVPD",
  "lumo_energy_ha": -0.0015,
  "orbital_gap_ev": 7.78,
  "relative_energy_kcal_mol": 76.8,
  "homo_energy_ev": -7.82,
  "mol_weight_da": 104.2,
  "total_energy_ev": -24842.31253,
  "smiles": "CSC1=CS1",
  "elements": ["C", "C", "C", "S", "S", "H", "H", "H", "H"],
  "coordinates": [[-2.37560, 0.60942, 1.09718], [-2.23047, -0.41987, 0.29777], [0.48400, -0.67278, -0.20576], [-3.94397, -0.12155, 0.29538], [-0.96745, -1.62516, -0.77040], [-2.04271, 1.49238, 1.54600], [0.60147, 0.12518, -0.92878], [1.49046, -1.23492, -0.11199], [0.08152, -0.39597, 0.77904]],
  "forces_ev_per_a": [[0.01, -2.82, -2.18], [2.48, -0.74, -0.87], [0.75, -0.94, 0.29], [-0.73, 0.28, 0.23], [-2.02, 1.91, 2.00], [0.25, 0.87, 0.57], [0.16, 0.41, 0.41], [-1.98, 0.53, -0.16], [1.08, 0.50, -0.29]]
}

---

2.
{
  "formula": "C3H4S2",
  "method": "ωB97M-V/def2-TZVPD",
  "lumo_energy_ha": -0.0208,
  "orbital_gap_ev": 7.22,
  "relative_energy_kcal_mol": 75.2,
  "homo_energy_ev": -7.79,
  "mol_weight_da": 104.2,
  "total_energy_ev": -24842.38139,
  "elements": ["C", "C", "C", "S", "S", "H", "H", "H", "H"],
  "coordinates": [[1.04372, -1.21882, 0.41586], [-0.82796, -0.28263, -0.03602], [-0.45410, 1.15529, -0.15417], [2.36062, -0.53979, -0.04844], [-2.07946, -1.21448, -0.29467], [0.88996, -2.21457, 1.01243], [-0.69661, 1.70196, 0.62785], [0.67956, 1.08089, -0.35240], [-0.91572, 1.53216, -1.17043]],
  "forces_ev_per_a": [[-3.81, -0.99, 0.99], [2.59, -1.04, 0.70], [1.66, -3.37, -6.66], [0.96, 0.24, -0.24], [0.28, 0.30, 0.17], [0.26, 1.79, -1.27], [-1.13, 2.66, 3.67], [-1.46, 0.78, 0.48], [0.66, -0.37, 2.15]]
}

---

3.
{
  "formula": "C3H4S2",
  "method": "ωB97M-V/def2-TZVPD",
  "lumo_energy_ha": -0.0824,
  "orbital_gap_ev": 6.85,
  "relative_energy_kcal_mol": 49.9,
  "homo_energy_ev": -9.10,
  "mol_weight_da": 104.2,
  "total_energy_ev": -24843.47581,
  "smiles": "CC(=S)C=S",
  "elements": ["C", "C", "C", "H", "H", "H", "H", "S", "S"],
  "coordinates": [[0.81560, -0.31973, -0.61018], [-0.37172, 0.33585, -0.34837], [-0.74271, 0.35531, 1.02449], [0.53587, -1.47670, -0.52788], [0.98175, -0.20554, -1.62940], [1.73693, -0.17307, 0.00168], [-1.94949, 0.36614, 1.39814], [-1.46967, 1.08844, -1.46330], [0.46344, 0.02931, 2.15482]],
  "forces_ev_per_a": [[2.68, -4.33, -1.02], [-5.01, 3.34, -1.18], [-1.89, -1.14, 4.49], [0.71, 2.10, 0.08], [0.99, 0.17, -1.94], [-1.14, 0.14, -0.44], [3.62, 0.40, -1.35], [2.26, -1.52, 1.94], [-2.22, 0.83, -0.57]]
}

---

4.
{
  "formula": "C3H4S2",
  "method": "ωB97M-V/def2-TZVPD",
  "lumo_energy_ha": 0.0111,
  "orbital_gap_ev": 8.85,
  "relative_energy_kcal_mol": 54.2,
  "homo_energy_ev": -8.55,
  "mol_weight_da": 104.2,
  "total_energy_ev": -24843.29215,
  "smiles": "C[C@]12S[C@H]1S2",
  "elements": ["C", "C", "C", "S", "S", "H", "H", "H", "H"],
  "coordinates": [[-0.29252, 1.03667, 1.04691], [-0.40264, -0.07975, 0.21181], [0.60782, -0.72977, -0.87354], [-1.56621, 1.15297, -0.33102], [-1.02791, -0.41476, 2.00469], [0.46602, 1.65383, 1.42117], [1.15788, -1.48230, -0.46421], [0.98072, 0.16207, -1.43631], [0.07685, -1.29896, -1.57952]],
  "forces_ev_per_a": [[-2.38, -1.32, 0.17], [1.21, -1.81, -1.33], [-3.12, 3.31, 0.90], [0.49, 0.77, 0.66], [1.23, 0.75, -1.75], [0.83, 0.88, 0.07], [2.67, -1.17, 1.50], [0.54, -1.02, 0.81], [-1.46, -0.38, -1.03]]
}